Below is a cluster of 2 separate species, C23H28F8NO3 in total, with properties calculated with ωB97M-V with the def2-TZVPD basis set.

The geometry in XYZ format:
```
63
Properties=species:S:1:pos:R:3:forces:R:3:lowdin_charge:R:1
C -1.42102 -1.51099 5.32134 0.010 -0.096 -0.114 -0.0425
C -2.51070 -1.25861 4.28820 -0.171 -0.009 0.165 -0.1818
O -1.98821 -1.09905 2.95837 0.105 0.204 -0.080 -0.0019
C -1.39876 -2.11713 2.35192 -0.152 -0.283 0.008 -0.2129
C -1.48158 -3.45757 2.74030 0.067 0.143 -0.103 0.0663
C -0.88782 -4.45417 1.96952 -0.094 0.109 0.119 -0.0054
C -0.21769 -4.11805 0.82434 -0.061 0.163 0.110 -0.0240
N -0.14022 -2.81139 0.49391 0.018 -0.174 0.135 0.1574
C -0.67422 -1.79917 1.19395 0.162 -0.275 -0.136 -0.0565
C -0.44670 -0.40320 0.67073 0.032 -0.317 0.075 -0.1347
O -0.08157 0.48435 1.68314 -0.058 0.081 0.270 -0.0577
C 1.28844 0.65592 1.86899 -0.085 -0.104 -0.048 -0.2051
C 1.94340 -0.28817 2.64051 0.138 -0.110 0.140 0.0306
C 3.29592 -0.16992 2.93621 -0.047 0.151 -0.096 -0.2643
C 4.00706 -1.19068 3.77649 -0.201 0.051 0.126 -0.0431
C 3.95250 0.94725 2.43040 -0.052 -0.220 0.101 -0.0276
C 3.28220 1.88100 1.66266 0.134 0.066 -0.105 -0.0126
C 1.93104 1.77024 1.33755 0.039 0.027 0.045 -0.1072
C 1.23016 2.82406 0.49412 0.146 0.043 -0.067 -0.3257
C 0.10406 2.24691 -0.36537 -0.075 0.475 -0.112 -0.0680
C 2.21913 3.58815 -0.39695 0.003 -0.304 0.041 -0.0699
H -1.76277 -2.21410 6.07766 -0.037 0.061 0.116 0.0865
H -1.12180 -0.58561 5.80236 0.064 0.036 0.044 0.0855
H -0.53303 -1.94526 4.86126 0.023 -0.019 -0.020 0.0716
H -3.28307 -2.03002 4.28795 0.057 -0.100 -0.076 0.1208
H -3.01173 -0.31405 4.47306 -0.031 0.016 -0.018 0.1318
H -2.02070 -3.72870 3.63740 0.024 0.013 -0.006 0.1309
H -0.95736 -5.48910 2.26720 0.008 -0.027 -0.010 0.1281
H 0.26587 -4.83482 0.18098 0.036 0.078 -0.100 0.1411
H 0.37985 -2.56720 -0.34086 0.017 0.077 -0.031 0.1795
H -1.36050 -0.04028 0.19406 0.022 -0.046 0.066 0.1322
H 0.33825 -0.45734 -0.09095 -0.134 -0.040 -0.075 0.1319
H 1.36429 -1.10574 3.05724 -0.003 -0.033 0.017 0.1164
H 4.38090 -2.01389 3.16951 0.088 -0.040 -0.033 0.0838
H 4.84079 -0.74132 4.30937 0.119 -0.019 -0.034 0.0814
H 3.33062 -1.60622 4.52351 -0.002 -0.067 0.006 0.0766
H 5.00304 1.09023 2.64468 0.046 0.025 0.018 0.1178
H 3.85149 2.72377 1.30113 -0.039 0.075 -0.051 0.1081
H 0.79728 3.54978 1.18799 -0.129 0.009 0.018 0.1504
H -0.20427 2.97955 -1.10947 0.051 0.036 -0.080 0.0884
H 0.43637 1.35840 -0.90398 -0.015 0.144 -0.065 0.0706
H -0.77512 2.01885 0.22842 0.024 0.003 -0.100 0.0773
H 2.85752 2.89091 -0.94351 0.002 -0.016 -0.057 0.0914
H 2.86732 4.25119 0.17003 -0.002 0.101 0.013 0.0760
H 1.67106 4.17213 -1.13056 -0.011 0.178 0.014 0.0773
C -1.14312 -0.49864 -4.95430 0.014 -0.444 -0.223 -0.0476
C -1.22335 0.04374 -3.52307 0.052 0.232 -0.086 -0.4267
C -2.59930 0.43265 -2.97419 0.025 -0.057 -0.148 -0.2991
F -3.11073 1.46448 -3.65963 0.022 0.035 0.088 0.1192
F -2.43882 0.80419 -1.67763 -0.113 0.065 0.018 0.0815
F -0.35424 1.05357 -3.34516 -0.050 -0.123 0.006 0.1413
F -0.82733 -0.99793 -2.70579 0.098 -0.119 0.096 0.0645
O -0.73476 0.40987 -5.94559 0.109 0.383 0.342 0.0549
C -1.62658 1.17054 -6.65306 0.042 -0.022 -0.202 -0.5463
C -1.31101 2.66691 -6.51863 0.016 -0.052 -0.021 -0.2854
F -1.35896 3.02981 -5.21983 -0.043 0.008 0.032 0.0989
F -2.24383 3.35961 -7.20001 0.024 0.045 0.040 0.1118
F -2.90060 0.90824 -6.31584 0.000 -0.030 0.029 0.1559
F -1.47406 0.87082 -7.95899 -0.121 -0.114 -0.053 0.1541
H -0.34506 -1.23921 -4.92248 -0.013 -0.023 -0.008 0.1503
H -2.06351 -1.01795 -5.22403 -0.065 0.083 0.062 0.1511
H -3.28504 -0.41789 -3.01337 -0.031 0.034 -0.009 0.1756
H -0.31944 2.87622 -6.92320 -0.001 0.034 0.009 0.1773
```
Forces are in eV/Å.

* HOMO-LUMO gap: 7.29 eV
* lowest unoccupied orbital energy: -3.9 eV
* charge: +1
* energy: -53671.3361 eV
* HOMO energy: -11.22 eV